# 1
This record from the Open Molecules 2025 dataset describes a structure of composition H8O4. The level of theory is the ωB97M-V functional and the def2-TZVPD basis.

As for the energy above the lowest of the compared OMol25 structures with the same formula, charge and spin: 917.0 kJ/mol. The strongest force on any atom is 0.30715 hartree/bohr. The gap between HOMO and LUMO is 7.80 eV. The value obtained for the HOMO energy is -0.3062 Ha.

Atoms and positions in Å:
O 36.218 6.149 -16.175
H 36.703 6.326 -16.981
H 35.816 5.293 -16.320
O 34.626 7.487 -16.261
H 34.876 7.880 -17.098
H 35.419 7.045 -15.958
O 36.159 6.759 -14.261
H 35.572 6.036 -14.041
H 36.520 6.525 -15.116
O 36.781 8.132 -13.193
H 36.390 7.369 -13.620
H 36.353 8.175 -12.339

---

# 2
This record from the Open Molecules 2025 dataset describes the molecule C2H3F2N. The level of theory is the ωB97M-V functional and the def2-TZVPD basis.

As for the energy above the lowest of the compared OMol25 structures with the same formula, charge and spin: 288.4 kJ/mol. The strongest force on any atom is 0.07241 hartree/bohr. The SMILES is F[C@@H]1CN1F. The gap between HOMO and LUMO is 11.08 eV. The value obtained for the HOMO energy is -0.3669 Ha.

Atoms and positions in Å:
C 0.032 -0.172 -0.514
C -0.100 1.082 0.337
N -1.147 0.631 -0.532
F 0.646 2.185 -0.095
F -2.322 0.408 0.176
H 0.692 0.086 -1.473
H 0.020 -1.229 -0.187
H -0.265 1.149 1.467

---

# 3
This record from the Open Molecules 2025 dataset describes a structure of composition C29H46IN6O2OsSSi. The level of theory is the ωB97M-V functional and the def2-TZVPD basis.

The strongest force on any atom is 0.01368 hartree/bohr. Its expectation value of S² is 6.009. Its net charge is +3. The multiplicity is 5. The gap between HOMO and LUMO (alpha / beta) is 6.95 / 6.85 eV. The value obtained for the HOMO energy (alpha / beta) is -0.5717 / -0.5688 Ha.

Atoms and positions in Å:
Os 0.527 0.468 -0.387
C -2.099 -1.620 -1.098
N -0.645 -1.710 -1.056
C -0.085 -2.928 -0.484
C 1.286 -2.607 0.027
N 1.686 -1.378 0.294
C 2.995 -1.489 0.762
C 3.890 -0.520 1.205
C 5.129 -0.949 1.635
C 5.482 -2.306 1.626
C 4.601 -3.280 1.200
C 3.353 -2.842 0.771
N 2.238 -3.515 0.297
C -2.462 -0.170 -1.140
N -1.661 0.780 -0.688
C -2.346 1.983 -0.842
C -1.983 3.285 -0.510
C -2.905 4.281 -0.763
C -4.159 3.997 -1.324
C -4.536 2.707 -1.637
C -3.602 1.709 -1.392
N -3.635 0.329 -1.557
H -2.506 -2.053 -0.179
H -2.540 -2.154 -1.946
H -0.284 -1.583 -2.002
H -0.046 -3.759 -1.195
H -0.714 -3.250 0.350
H 3.602 0.522 1.227
H 5.849 -0.225 1.992
H 6.467 -2.596 1.964
H 4.864 -4.329 1.201
H 2.170 -4.513 0.169
H -1.013 3.494 -0.073
H -2.671 5.306 -0.509
H -4.849 4.809 -1.508
H -5.511 2.479 -2.047
H -4.393 -0.188 -1.977
N 3.027 0.914 -4.060
C 1.742 0.697 -3.780
O 1.332 0.627 -2.616
C 0.859 0.555 -5.007
I -1.147 0.044 -4.539
H 3.693 1.031 -3.314
H 3.378 0.971 -5.002
H 1.242 -0.219 -5.668
H 0.825 1.499 -5.548
C -0.846 1.608 2.840
Si -1.484 0.141 3.798
C -3.352 -0.135 3.643
C -3.709 -1.629 3.710
C -3.808 0.445 2.293
C -4.077 0.619 4.775
C -0.202 -0.927 4.699
C -0.540 -2.422 4.578
C -0.174 -0.525 6.187
C 1.181 -0.670 4.080
H -1.412 2.512 3.085
H -0.962 1.452 1.752
H 0.208 1.810 3.024
H -3.130 -2.229 3.003
H -4.765 -1.754 3.462
H -3.558 -2.033 4.711
H -3.267 0.007 1.451
H -3.692 1.530 2.247
H -4.871 0.231 2.167
H -3.817 0.234 5.762
H -5.154 0.496 4.642
H -3.867 1.691 4.756
H -1.456 -2.680 5.108
H 0.273 -2.996 5.027
H -0.634 -2.740 3.535
H -1.139 -0.667 6.677
H 0.133 0.514 6.325
H 0.553 -1.157 6.700
H 1.209 -0.930 3.019
H 1.908 -1.293 4.604
H 1.500 0.367 4.196
C 2.306 4.734 1.047
S 2.826 3.017 0.914
C 3.813 3.165 -0.586
O 1.551 2.282 0.495
H 1.816 5.052 0.128
H 3.184 5.349 1.244
H 1.619 4.802 1.888
H 4.735 3.686 -0.327
H 3.263 3.703 -1.355
H 4.051 2.154 -0.913